Record 1
Here is a structure of composition C36H45BCoN10O7S4 from the Open Molecules 2025 dataset. Energies are from ωB97M-V/def2-TZVPD.

Atoms and positions in Å:
H  -5.07820  1.27794  -2.40774
C  3.98190  -0.35364  0.37103
H  1.10951  1.79343  -3.04331
C  -0.73048  3.19134  2.84413
H  -4.44895  1.45695  3.18473
C  6.60099  -3.19356  -3.56395
N  -3.78714  1.27720  -1.39211
H  3.62839  1.17930  3.13824
C  4.20003  -4.05773  -2.45304
H  0.97532  -2.43482  -3.38498
H  5.40751  -1.67230  -4.52118
H  -1.87400  0.24676  -2.81466
C  -2.59362  2.09085  2.35264
H  -4.05810  0.70681  1.66875
H  0.90708  4.53640  2.47178
H  -0.14690  4.97934  3.82239
N  -1.58965  1.40244  1.84819
N  0.78128  1.23599  0.13910
O  -5.87297  0.80551  -2.79498
H  -1.21138  -1.26952  -2.21240
H  -4.59054  2.40843  1.67760
C  -2.44660  5.78267  -0.89349
C  2.96544  0.74386  3.89017
C  3.48848  -0.95632  -0.93523
H  2.77668  3.34649  -1.55768
H  3.57431  0.23748  4.63948
O  -2.34661  -1.72205  2.02065
O  -4.08938  -0.94820  3.53859
H  -7.88098  -3.15447  -2.12410
C  1.83395  -1.57334  3.57228
C  2.00489  -0.23313  3.29716
H  1.83289  3.91019  -0.17282
N  -2.66606  2.00973  -1.09309
B  0.86536  1.46885  1.67697
C  6.57944  -4.29070  -2.70996
N  1.11035  0.10355  2.35238
H  3.26515  -4.39832  -2.02870
C  -4.00818  1.64842  2.20660
Co  -1.29430  -0.60095  0.95461
C  0.13035  -3.34427  2.78349
H  1.02319  3.66667  3.99854
C  -7.05099  -2.49990  -1.88000
C  -2.75795  3.24177  -1.32839
C  1.36240  1.93522  -0.85184
H  3.12368  -0.02605  0.96115
C  0.86091  1.46098  -2.04855
H  2.22688  -2.10914  0.30447
H  4.25650  -2.18198  1.51676
H  7.53573  -2.85725  -3.99454
O  -2.83791  -2.98555  4.00729
H  5.24298  -0.83967  2.06979
H  4.35626  -1.33650  -1.47466
N  -0.09811  0.34322  -0.37493
S  -2.77933  -1.59992  3.51269
S  -4.25747  4.04237  -1.88403
H  -3.07258  5.84803  -2.95332
N  -0.45069  2.06852  2.15244
C  2.97108  -2.20258  -3.65220
C  -3.51615  5.69433  -1.96848
O  -1.74405  -0.81237  4.19506
C  4.22581  -2.94825  -3.29042
C  4.83871  -1.32363  1.17909
C  -3.71860  0.01980  -0.94495
C  0.75043  -1.99188  2.77833
H  3.12935  2.74568  0.07363
S  0.27729  -3.32390  -0.95736
H  4.56296  0.53854  0.12267
C  -0.07119  0.47215  -1.69170
H  -4.29343  -2.31171  0.08445
H  -0.42983  -0.42336  -3.57956
H  -2.66729  4.00999  3.50258
C  -0.94484  -0.29864  -2.62388
H  -0.20734  -3.63060  1.78997
O  2.90237  -1.54741  -4.66984
H  -0.74504  -3.35510  3.44006
H  7.50056  -4.80871  -2.47254
C  5.42328  -2.52789  -3.85872
O  -2.80499  -0.53333  -0.30257
H  5.36150  -5.58809  -1.50833
C  -5.90377  -0.40160  -2.19167
H  2.36707  -2.16429  4.29895
H  -1.82564  6.67259  -1.00586
N  0.33570  -0.96937  2.03833
H  -4.31058  6.42639  -1.81297
N  2.55008  -2.04276  -0.65648
H  -2.89901  5.77769  0.09971
C  2.33329  3.04274  -0.60892
C  -6.95597  -1.26552  -2.49945
C  -2.09848  3.24945  2.99188
H  -6.18998  -3.84812  -0.43554
H  0.86701  -4.06900  3.14226
H  1.78686  2.20687  1.91432
N  1.84617  -2.44597  -2.87169
C  -5.04451  -2.05013  -0.65321
H  2.99514  -0.19832  -1.55117
C  -4.92110  -0.81197  -1.27785
C  0.32391  4.14194  3.30721
S  -1.38499  4.33559  -1.08276
C  1.63874  -2.56223  -1.49958
H  5.67626  -1.69296  0.57988
H  2.43945  1.56703  4.37594
C  5.38111  -4.72672  -2.16320
H  -7.69338  -0.93572  -3.22122
C  -6.10269  -2.89616  -0.94268

Atoms 1-3, force components in eV/Å:
H 0.05 0.05 0.07
C -0.01 -0.03 0.01
H 0.00 0.02 0.00

## Properties
energy above the lowest of the compared OMol25 structures with the same formula, charge and spin = 0.0 kJ/mol
HOMO (alpha / beta) = -0.071 / -0.071 Eh
charge = -2
HOMO-LUMO gap (alpha / beta) = 5.27 / 5.27 eV
⟨S²⟩ = 0.772
LUMO (alpha / beta) = 3.338 / 3.337 eV
multiplicity = 2

=====

Record 2
Here is a cluster of 9 separate species, C36H45F27O18 in total from the Open Molecules 2025 dataset. Energies are from ωB97M-V/def2-TZVPD.

Atoms and positions in Å:
C  -29.64402  24.92061  -3.00966
C  -25.63411  27.25900  -1.30669
F  -26.74035  25.27386  -1.81200
H  -24.49394  29.73345  -1.55718
O  -31.41721  36.64669  -2.66926
O  -24.98767  27.83122  -2.31988
C  -32.66498  29.99542  -8.49586
H  -29.88895  28.97376  -2.25689
C  -37.97206  34.82439  -3.16616
O  -27.56114  34.86232  -0.73972
H  -40.01980  32.92606  -2.26432
F  -35.73710  34.67472  -2.46796
C  -33.40814  28.17339  -6.17038
C  -27.87124  33.64168  -1.17844
C  -36.49279  34.76059  -3.56343
H  -31.58368  35.00453  -0.29450
C  -29.79786  28.31476  -1.39508
H  -32.94686  30.40765  -9.46884
F  -25.38936  25.24317  -0.15389
O  -26.27755  27.83404  -0.48288
H  -31.77210  28.54958  -0.62342
F  -30.09448  32.97820  -1.38366
F  -33.39991  31.78790  -5.50017
H  -29.02071  33.10997  -4.74822
H  -25.72813  34.91870  -1.76919
H  -28.04077  36.85303  -2.28792
C  -24.89088  29.24048  -2.44296
H  -39.19282  32.72297  -0.75773
F  -30.79976  24.63129  -3.58552
H  -30.59961  27.90380  0.56873
C  -27.08032  36.40449  -2.55257
C  -39.48431  34.83563  -1.27961
O  -27.18917  33.01372  -1.93770
F  -29.92323  35.55434  -4.46849
H  -31.58282  30.03607  -8.39063
H  -26.05255  36.20770  -0.67548
C  -36.22717  31.53148  -0.88548
F  -33.72818  32.78461  -3.59195
C  -31.08943  36.02709  -4.96696
C  -32.99723  27.34845  -4.93308
F  -36.26254  30.19968  -0.79147
F  -29.77055  27.92490  -8.30539
F  -34.08225  26.93546  -4.27462
C  -31.94248  31.24346  -3.73098
F  -32.33799  28.11601  -4.05399
O  -30.99539  31.38413  -4.66082
O  -37.07578  31.48701  1.37373
H  -39.50809  32.73819  3.33699
F  -37.18731  31.79738  -1.80762
H  -28.85588  32.03652  -6.14989
H  -32.61242  27.94370  -9.30566
H  -28.75479  28.39453  -1.07872
C  -27.82063  27.94884  -6.95433
C  -32.02194  36.52490  -3.84180
H  -27.30384  35.87514  -3.47978
C  -28.79553  32.09180  -5.06573
C  -25.77279  26.66608  -6.75166
O  -27.30081  29.00587  -7.14208
H  -39.12452  33.32991  1.72080
C  -26.28486  29.80352  -2.84251
F  -32.22028  26.32089  -5.25914
O  -36.42982  33.45428  0.46005
C  -29.40743  26.43509  -2.77966
C  -33.36612  31.64360  -4.16542
C  -29.36220  27.82241  -7.02770
F  -29.99283  28.82736  -6.43858
C  -37.64086  32.07251  2.53929
H  -24.25359  29.38370  -3.31269
F  -24.55929  25.28852  -2.14559
H  -26.13164  30.83528  -3.16586
O  -30.03879  26.93320  -1.73248
H  -33.34509  35.29770  -0.24688
H  -27.76239  31.93997  -4.74222
O  -33.18804  36.69708  -4.03507
H  -37.51121  31.34130  3.33756
H  -25.37087  24.91021  -5.54527
H  -26.68173  29.27483  -3.71112
O  -27.20264  26.78357  -6.73343
H  -25.55609  26.09441  -7.65269
C  -32.44399  35.35780  -0.85782
H  -40.90592  33.27782  -0.80798
O  -28.73442  27.11192  -3.51368
H  -37.07437  32.93257  2.90031
C  -26.53292  35.56146  -1.40982
H  -26.40073  37.22251  -2.79182
O  -38.86381  34.78360  -3.97335
O  -38.20930  34.98692  -1.87841
C  -33.08465  28.53741  -8.52300
F  -31.62445  35.05865  -5.70416
C  -25.41363  25.99186  -5.42043
H  -24.37095  26.21884  -5.18055
F  -36.35888  33.65355  -4.30900
H  -26.04777  26.35698  -4.61788
H  -30.65113  29.66884  0.00949
C  -39.10690  32.44912  2.36503
F  -34.23575  30.70552  -3.84502
F  -28.80818  31.77065  -0.10597
H  -40.20994  35.53133  -1.69902
F  -29.63125  24.31604  -1.80783
C  -29.09144  32.99924  -0.50425
H  -39.28852  35.13299  -0.24997
H  -31.52286  37.26545  -0.83372
O  -31.69852  30.83075  -2.63770
H  -32.62914  34.61413  -1.63770
F  -29.47102  33.71477  0.56028
C  -29.65012  31.08323  -4.28974
C  -39.91922  33.35214  -1.26551
C  -32.23976  36.73253  -1.45576
O  -32.78130  27.88513  -7.30242
F  -28.66288  24.44433  -3.76589
F  -35.05617  31.97999  -1.28735
H  -29.46338  30.03998  -4.54131
F  -29.67991  26.64409  -6.52175
H  -33.16013  37.30233  -1.54063
C  -30.75223  28.61267  -0.23960
H  -34.14449  28.38761  -8.75497
F  -36.15992  35.80254  -4.28871
H  -39.75961  31.68229  1.95287
C  -25.56245  25.71144  -1.39377
F  -30.81449  37.00572  -5.82909
O  -34.33922  28.92676  -6.10202
C  -36.58734  32.27095  0.41795
H  -33.19720  30.61692  -7.78141
H  -25.24067  27.61506  -6.82362
H  -29.48349  31.21013  -3.21995
H  -27.06167  29.77596  -2.08200

Atoms 1-3, force components in eV/Å:
C 0.30 0.23 0.90
C 0.00 0.95 -0.94
F -0.13 -0.48 -0.66

## Properties
energy above the lowest of the compared OMol25 structures with the same formula, charge and spin = 131.1 kJ/mol
HOMO = -0.394 Eh
HOMO-LUMO gap = 11.27 eV
LUMO = 0.546 eV
SMILES = CCOC(=O)C(F)(F)F.CCOC(=O)C(F)(F)F.CCOC(=O)C(F)(F)F.CCOC(=O)C(F)(F)F.CCOC(=O)C(F)(F)F.CCOC(=O)C(F)(F)F.CCOC(=O)C(F)(F)F.CCOC(=O)C(F)(F)F.CCOC(=O)C(F)(F)F